Computed, not measured: one molecule with the formula C6H10N2 in a non-equilibrium geometry, with ωB97M-V/def2-TZVPD.

Cartesian coordinates (Å):
N 1.754 -0.438 1.722
N 1.239 0.149 2.526
C 2.178 -1.073 0.728
C -1.344 1.178 0.940
C -0.907 0.714 -0.213
C 1.083 -1.193 -0.345
C -1.200 1.264 -1.587
C -0.276 -0.622 -0.099
H 1.627 -0.902 -1.255
H -2.178 1.819 -1.384
H 1.094 -2.346 -0.404
H -0.411 1.954 -1.962
H 3.223 -1.461 0.640
H -1.027 0.654 1.818
H -1.053 -1.323 -0.670
H -1.936 2.010 0.996
H -0.506 -0.929 0.911
H -1.359 0.546 -2.362

For the energy above the lowest of the compared OMol25 structures with the same formula, charge and spin, the calculation gives 90.8 kcal per mole. The gap between HOMO and LUMO comes out at 8.8 eV. The total energy is -9360.4978 eV. The HOMO energy comes out at -7.954 eV. For the lowest unoccupied orbital energy, the calculation gives 0.86 eV.

Atomic partial charges in e from the Mulliken method, atoms 1 to 4: N 0.570; N -0.744; C -0.318; C -1.352